Here is a 3-piece molecular cluster, C6H10NO7S overall at a distorted geometry from the OMol25 dataset. Energies are from ωB97M-V/def2-TZVPD.

Positions of all 25 atoms, in Å:
S: -1.77850 1.08494 0.69387
O: -0.63555 0.78624 1.54052
O: -3.89460 0.55189 -1.40361
O: 0.77069 0.70583 -2.22636
O: -1.12656 0.49276 -1.08830
O: 0.22793 2.18519 -0.46898
O: -2.84888 0.04939 0.81144
O: -3.79570 -1.59985 -0.76731
N: 0.90025 -1.61679 1.18275
C: 2.55036 1.72528 0.01993
C: -0.14711 -2.41777 0.72028
C: 1.52288 2.73834 -0.62591
C: -3.70549 -0.47518 -0.91103
C: -0.20404 -3.72201 0.44680
C: -0.02475 1.05380 -1.38238
H: 0.74933 -4.28003 0.36956
H: -1.07288 -1.82642 0.62170
H: -1.18980 -4.04621 0.14555
H: 2.51064 0.79991 -0.42550
H: 1.58553 3.78375 -0.22572
H: 1.55098 -2.01338 1.81919
H: 1.57293 2.92460 -1.69369
H: 0.57549 -0.69646 1.65155
H: 3.59022 2.24007 0.06224
H: 2.31662 1.57214 1.13341

Summary:
Largest force on an atom ... 5.0 eV Å⁻¹
Kohn-Sham gap ... 8.4 eV
Net charge ... -1
Calculated total energy ... -33043.3336 eV
Multiplicity ... 1
Relative energy (zero: lowest compared OMol25 entry of this formula, charge and spin) ... 217.0 kJ/mol
E_HOMO ... -5.01 eV